142
Properties=species:S:1:pos:R:3:lowdin_charge:R:1 method="wB97M-V/def2-TZVPD" homo_ev=-8.14 smiles="CCOC(=O)C(F)(F)F.CCN(CC)CC.CCN(CC)CC.CCN(CC)CC.CCN(CC)CC.CC(C)=O.CC(C)=O.CC(C)=O.CC(C)=O" de_lowest_kj_mol=351.1
C 7.131 0.402 -1.282 -0.054
C 8.129 0.702 -2.407 -0.251
O 8.811 -0.447 -2.710 -0.024
C 9.829 -1.078 -1.981 -0.224
O 10.047 -0.695 -0.810 0.114
C 10.517 -2.335 -2.642 -0.603
F 11.815 -2.062 -2.697 0.169
F 10.417 -3.364 -1.876 0.220
F 10.108 -2.628 -3.875 0.177
H 6.459 1.252 -1.160 0.077
H 7.641 0.197 -0.341 0.069
H 6.562 -0.513 -1.446 0.077
H 8.789 1.531 -2.150 0.128
H 7.662 1.033 -3.334 0.123
C -0.043 5.485 -4.186 -0.093
C 0.487 4.710 -5.341 -0.285
N 1.791 4.067 -5.062 -0.195
C 2.816 5.135 -4.984 -0.250
C 4.038 4.550 -4.322 -0.099
C 2.081 3.109 -6.071 -0.288
C 1.256 1.809 -5.979 -0.073
H -1.086 5.277 -3.947 0.076
H 0.190 6.511 -4.471 0.074
H 0.549 5.169 -3.327 0.078
H -0.115 3.825 -5.545 0.094
H 0.404 5.343 -6.224 0.117
H 2.941 5.684 -5.918 0.122
H 2.463 5.879 -4.270 0.101
H 4.560 3.829 -4.952 0.054
H 4.815 5.307 -4.217 0.071
H 3.871 3.992 -3.401 0.081
H 3.135 2.933 -6.290 0.112
H 1.679 3.604 -6.955 0.105
H 1.437 1.327 -5.019 0.070
H 1.735 1.202 -6.747 0.067
H 0.208 1.987 -6.222 0.062
C -4.855 8.476 2.966 -0.085
C -3.979 7.491 3.777 -0.270
N -2.576 7.868 3.733 -0.190
C -1.866 7.405 4.946 -0.218
C -0.339 7.708 4.764 -0.089
C -1.994 7.528 2.426 -0.247
C -1.853 6.009 2.256 -0.090
H -4.808 9.473 3.405 0.068
H -5.911 8.209 2.933 0.064
H -4.542 8.548 1.925 0.056
H -4.393 7.269 4.761 0.113
H -4.157 6.527 3.299 0.092
H -2.162 7.871 5.886 0.112
H -2.052 6.331 4.968 0.093
H -0.159 8.782 4.793 0.072
H 0.301 7.250 5.519 0.066
H 0.138 7.429 3.824 0.053
H -1.009 7.949 2.224 0.096
H -2.494 7.968 1.564 0.104
H -1.388 5.522 3.113 0.069
H -1.226 5.793 1.391 0.069
H -2.769 5.498 1.957 0.062
C -1.367 -5.823 3.115 -0.089
C -1.540 -6.181 1.687 -0.304
N -1.204 -7.561 1.420 -0.191
C 0.243 -7.658 1.252 -0.251
C 0.630 -9.164 1.261 -0.089
C -1.910 -8.095 0.263 -0.260
C -1.664 -7.475 -1.094 -0.096
H -0.314 -5.685 3.360 0.065
H -1.742 -6.490 3.892 0.086
H -1.831 -4.840 3.037 0.077
H -2.610 -6.119 1.490 0.115
H -0.971 -5.553 1.002 0.118
H 0.781 -7.108 0.480 0.112
H 0.684 -7.239 2.158 0.102
H 0.366 -9.779 0.400 0.056
H 1.684 -9.383 1.427 0.065
H 0.067 -9.642 2.063 0.075
H -2.961 -7.878 0.452 0.107
H -1.737 -9.170 0.215 0.104
H -2.407 -7.670 -1.868 0.071
H -0.695 -7.779 -1.490 0.066
H -1.629 -6.386 -1.110 0.064
C -7.274 -0.710 -2.074 -0.112
C -6.045 -1.043 -1.283 -0.224
N -5.376 -2.342 -1.734 -0.180
C -4.931 -2.437 -3.150 -0.242
C -3.887 -1.332 -3.467 -0.091
C -6.151 -3.545 -1.301 -0.270
C -6.192 -3.626 0.193 -0.103
H -8.086 -1.387 -1.808 0.065
H -7.138 -0.747 -3.155 0.067
H -7.777 0.220 -1.811 0.075
H -5.341 -0.228 -1.447 0.097
H -6.379 -1.008 -0.246 0.105
H -5.832 -2.260 -3.737 0.090
H -4.522 -3.412 -3.414 0.110
H -4.205 -0.292 -3.529 0.064
H -3.379 -1.554 -4.406 0.060
H -3.103 -1.459 -2.720 0.065
H -7.181 -3.377 -1.615 0.097
H -5.699 -4.420 -1.769 0.110
H -6.370 -4.677 0.421 0.074
H -5.279 -3.225 0.633 0.080
H -7.037 -3.017 0.515 0.065
C 4.147 -2.539 4.041 -0.042
C 5.471 -3.193 4.376 -0.441
C 6.472 -3.062 3.203 -0.031
O 5.657 -3.810 5.442 0.040
H 3.478 -2.875 4.833 0.074
H 3.688 -2.925 3.131 0.084
H 4.061 -1.457 4.143 0.088
H 7.511 -3.106 3.529 0.076
H 6.447 -2.109 2.673 0.070
H 6.187 -3.755 2.411 0.083
C -2.648 2.731 8.019 -0.027
C -3.506 1.654 7.495 -0.498
C -4.852 1.288 8.183 -0.015
O -3.158 1.019 6.509 0.041
H -3.379 3.511 8.232 0.082
H -1.926 3.053 7.268 0.090
H -2.154 2.318 8.898 0.097
H -5.173 2.133 8.791 0.068
H -4.601 0.436 8.815 0.080
H -5.605 0.869 7.515 0.080
C -1.123 0.212 1.250 -0.015
C 0.179 0.885 0.826 -0.454
C 0.531 0.905 -0.654 -0.031
O 1.035 1.276 1.645 0.022
H -1.483 0.673 2.170 0.087
H -0.930 -0.861 1.228 0.090
H -1.802 0.383 0.415 0.069
H 0.113 1.786 -1.140 0.078
H 0.115 0.076 -1.227 0.075
H 1.600 1.096 -0.756 0.080
C 3.568 -2.950 -4.066 -0.026
C 2.445 -3.288 -3.170 -0.532
C 1.183 -3.728 -3.814 -0.032
O 2.520 -3.174 -1.967 0.072
H 4.483 -2.778 -3.498 0.082
H 3.426 -2.117 -4.753 0.090
H 3.764 -3.866 -4.625 0.090
H 1.281 -4.794 -4.019 0.090
H 0.981 -3.498 -4.860 0.080
H 0.268 -3.498 -3.269 0.085

***

136
Properties=species:S:1:pos:R:3:lowdin_charge:R:1 method="wB97M-V/def2-TZVPD" homo_ev=-8.44
C -4.758 5.918 5.099 -0.115
C -6.006 5.032 5.216 -0.231
C -6.594 4.514 3.872 -0.172
C -5.990 5.196 2.666 -0.280
O -6.677 4.748 1.464 -0.331
S -5.666 5.036 0.175 0.901
O -5.248 6.406 0.252 -0.377
O -6.733 5.018 -1.060 -0.316
C -7.280 3.680 -1.225 -0.251
C -7.263 3.320 -2.725 -0.147
C -6.872 1.833 -2.870 -0.172
C -5.410 1.681 -3.310 -0.233
N -4.878 0.382 -2.909 -0.192
C -3.970 -0.246 -3.877 -0.203
C -2.843 0.639 -4.402 -0.190
C -2.206 -0.080 -5.600 -0.274
C -0.830 0.465 -5.961 -0.108
C -4.460 0.329 -1.611 -1.029
S -4.251 1.605 -0.602 0.765
S -4.179 -1.335 -1.026 0.916
C -4.297 -1.261 0.776 -0.502
C -3.066 -0.664 1.516 -0.320
C -3.582 0.302 2.592 -0.127
H -4.959 6.861 4.603 0.072
H -4.341 6.127 6.081 0.070
H -3.983 5.366 4.570 0.065
H -6.778 5.615 5.713 0.098
H -5.746 4.184 5.843 0.098
H -7.675 4.620 3.897 0.111
H -6.387 3.449 3.765 0.109
H -6.137 6.268 2.738 0.117
H -4.936 4.947 2.567 0.103
H -8.302 3.698 -0.851 0.124
H -6.713 2.939 -0.667 0.050
H -8.241 3.516 -3.152 0.109
H -6.521 3.967 -3.185 0.113
H -7.480 1.425 -3.676 0.108
H -7.087 1.261 -1.971 0.107
H -4.802 2.534 -3.013 0.093
H -5.425 1.687 -4.400 0.124
H -4.576 -0.541 -4.738 0.128
H -3.526 -1.165 -3.506 0.085
H -3.179 1.605 -4.774 0.111
H -2.070 0.786 -3.648 0.118
H -2.901 -0.031 -6.437 0.109
H -2.112 -1.144 -5.366 0.108
H -0.908 1.512 -6.248 0.074
H -0.111 0.287 -5.168 0.070
H -0.475 -0.069 -6.843 0.069
H -5.217 -0.799 1.116 0.070
H -4.368 -2.305 1.079 0.070
H -2.492 -0.113 0.781 0.048
H -2.483 -1.436 2.009 0.097
H -3.941 1.223 2.150 0.028
H -4.411 -0.179 3.112 0.073
H -2.803 0.501 3.325 0.054
C 2.340 0.563 6.632 -0.107
C 1.730 0.446 5.239 -0.267
C 2.049 1.634 4.333 -0.229
C 1.513 2.983 4.818 -0.225
C 0.002 3.034 5.033 -0.265
C -0.790 2.782 3.755 -0.110
H 1.948 1.425 7.174 0.065
H 2.114 -0.325 7.225 0.069
H 3.427 0.659 6.575 0.076
H 0.648 0.310 5.321 0.100
H 2.115 -0.461 4.763 0.085
H 1.660 1.426 3.331 0.089
H 3.135 1.713 4.221 0.111
H 1.795 3.748 4.087 0.110
H 2.012 3.263 5.750 0.101
H -0.261 4.021 5.423 0.104
H -0.300 2.314 5.799 0.099
H -0.532 3.513 2.986 0.079
H -1.862 2.861 3.949 0.062
H -0.601 1.784 3.356 0.053
C 3.709 -3.896 1.182 -0.113
C 3.597 -2.375 1.159 -0.263
C 2.557 -1.827 2.136 -0.231
C 1.119 -2.274 1.866 -0.219
C 0.589 -1.930 0.475 -0.257
C 0.542 -0.431 0.208 -0.101
H 2.777 -4.374 0.876 0.066
H 4.489 -4.228 0.493 0.062
H 3.968 -4.253 2.181 0.080
H 3.379 -2.037 0.142 0.096
H 4.569 -1.948 1.419 0.106
H 2.608 -0.734 2.128 0.092
H 2.830 -2.132 3.152 0.104
H 0.469 -1.814 2.619 0.104
H 1.036 -3.354 2.019 0.103
H -0.421 -2.337 0.379 0.098
H 1.190 -2.422 -0.296 0.101
H -0.086 0.074 0.945 0.063
H 0.124 -0.237 -0.782 0.072
H 1.538 0.015 0.240 0.052
C 7.782 -7.649 -3.175 -0.113
C 6.895 -8.526 -2.297 -0.272
C 5.462 -8.650 -2.812 -0.231
C 4.681 -7.337 -2.871 -0.230
C 4.568 -6.593 -1.541 -0.277
C 3.821 -7.379 -0.469 -0.106
H 7.421 -6.620 -3.213 0.064
H 8.801 -7.623 -2.784 0.068
H 7.825 -8.034 -4.195 0.074
H 6.899 -8.145 -1.272 0.098
H 7.331 -9.528 -2.251 0.104
H 4.923 -9.367 -2.187 0.100
H 5.482 -9.086 -3.817 0.109
H 3.674 -7.549 -3.246 0.109
H 5.139 -6.672 -3.609 0.101
H 4.039 -5.652 -1.716 0.099
H 5.561 -6.321 -1.171 0.098
H 2.811 -7.626 -0.802 0.078
H 3.740 -6.789 0.446 0.053
H 4.336 -8.307 -0.217 0.067
C 5.909 1.701 -4.552 -0.113
C 5.608 2.705 -3.443 -0.271
C 5.567 2.079 -2.050 -0.229
C 4.481 1.021 -1.849 -0.228
C 3.055 1.501 -2.117 -0.270
C 2.606 2.621 -1.183 -0.108
H 5.135 0.935 -4.625 0.064
H 5.962 2.204 -5.519 0.068
H 6.866 1.205 -4.379 0.074
H 4.666 3.218 -3.657 0.098
H 6.382 3.476 -3.450 0.104
H 5.444 2.874 -1.309 0.101
H 6.539 1.621 -1.839 0.109
H 4.544 0.651 -0.820 0.104
H 4.689 0.159 -2.489 0.101
H 2.377 0.652 -1.993 0.086
H 2.950 1.826 -3.156 0.099
H 2.665 2.302 -0.140 0.067
H 1.572 2.897 -1.394 0.072
H 3.218 3.516 -1.303 0.066